Record 1
The following is a DFT calculation (ωB97M-V with the def2-TZVPD basis set) of a structure of composition C11H20Cl2NO2PRe.

Cartesian coordinates (Å):
1 Re -0.447 -0.439 0.542
2 Cl 1.589 1.975 -1.057
3 Cl 1.856 0.937 1.666
4 P 1.730 -2.236 -1.516
5 O -0.831 -0.183 2.596
6 O 0.861 -1.424 -0.514
7 N -1.596 1.319 0.725
8 C -3.005 3.690 0.975
9 C -2.584 3.249 -0.273
10 C 1.398 -1.662 -3.168
11 C -2.027 1.740 1.930
12 C -1.886 2.066 -0.358
13 C -1.936 -1.390 -0.010
14 C 2.395 2.185 0.493
15 C 3.451 -1.987 -1.132
16 C -1.756 0.823 3.080
17 C -2.722 2.921 2.092
18 C 1.334 -3.966 -1.376
19 H 3.694 -0.929 -1.229
20 H -2.964 -1.025 0.001
21 H 2.134 3.150 0.909
22 H 4.071 -2.559 -1.823
23 H -0.891 -0.990 3.122
24 H 0.342 -1.796 -3.403
25 H 1.506 -4.301 -0.353
26 H -1.299 1.346 3.919
27 H 3.655 -2.317 -0.113
28 H 0.290 -4.134 -1.643
29 H -2.794 3.812 -1.171
30 H -3.553 4.618 1.075
31 H 1.969 -4.543 -2.050
32 H 3.464 2.070 0.367
33 H 1.997 -2.228 -3.883
34 H -1.848 -2.423 -0.357
35 H 1.659 -0.606 -3.244
36 H -2.674 0.333 3.408
37 H -1.538 1.674 -1.303
38 H -3.045 3.228 3.077

Force components x, y, z for each atom (eV/Å):
-0.27 -0.14 0.14
0.04 0.02 -0.08
0.03 0.05 -0.04
-0.02 0.02 0.01
-0.08 -0.04 0.09
0.19 0.02 -0.18
0.07 -0.02 -0.04
0.01 -0.01 -0.01
-0.01 0.01 0.02
0.00 0.00 0.00
-0.03 -0.02 0.04
0.01 -0.01 0.00
0.09 0.04 0.03
-0.02 -0.03 0.07
-0.02 0.01 0.01
0.06 0.06 -0.02
-0.01 0.01 -0.01
0.00 0.00 0.00
0.00 0.00 0.00
0.00 0.01 -0.01
0.01 0.01 -0.01
0.00 0.00 0.00
-0.03 0.00 -0.01
0.00 0.00 0.01
0.00 0.00 0.00
0.00 -0.01 0.00
0.00 0.00 0.00
0.00 0.00 0.00
0.00 0.00 0.00
0.00 0.00 0.00
0.00 0.00 0.00
0.00 0.00 0.00
0.00 0.00 0.00
-0.02 -0.01 0.01
0.00 0.00 -0.01
-0.01 0.01 0.00
0.00 0.00 0.00
0.00 0.00 0.00

## Properties
F_max, hartree/bohr: 0.0065
Net charge: +2
Highest occupied orbital energy (alpha / beta), eV: -14.74 / -14.45
Electronic energy, Eh: -1975.84156
Spin multiplicity: 2
Relative energy (zero: lowest compared OMol25 entry of this formula, charge and spin), eV: 0.045
Frontier orbital gap (alpha / beta), eV: 8.36 / 7.53



Record 2
The following is a DFT calculation (ωB97M-V with the def2-TZVPD basis set) of a cluster of 2 separate species, C18H28BCl6FN3O in total in a non-equilibrium geometry.

Cartesian coordinates (Å):
1 Cl 1.968 -4.314 1.192
2 Cl -4.579 -1.590 4.142
3 Cl -4.741 -4.423 4.651
4 Cl -7.148 -2.897 4.209
5 Cl -5.647 -2.547 6.644
6 Cl 2.018 -1.491 2.222
7 F 0.414 -0.242 -3.163
8 O 2.097 3.058 -1.218
9 N 2.694 1.217 -2.709
10 N 1.529 2.309 1.457
11 N 0.179 0.388 1.407
12 C -0.150 -0.801 0.566
13 C -1.925 -1.850 1.997
14 C 3.793 0.259 -2.512
15 C -0.163 -3.795 -0.359
16 C -5.539 -2.873 4.920
17 C 3.144 2.282 -3.614
18 C 0.834 -1.916 1.027
19 C 0.810 -3.182 0.603
20 C -1.341 -1.547 -2.308
21 C 1.061 1.199 0.871
22 C 0.054 -0.985 -2.050
23 C -0.326 3.100 2.874
24 C -1.589 -1.092 0.953
25 C 0.723 3.273 1.820
26 C 0.146 -0.114 -0.804
27 C -2.239 -0.526 -3.022
28 C 0.843 4.604 1.179
29 C 1.467 0.620 -0.468
30 B 2.105 1.694 -1.503
31 H 4.685 0.742 -2.102
32 H 1.887 4.907 1.106
33 H -2.805 -1.641 2.596
34 H -1.822 -1.880 -1.394
35 H 2.341 2.986 -3.805
36 H 2.846 3.258 -0.645
37 H -1.248 2.697 2.437
38 H 0.229 5.358 1.656
39 H -1.176 -3.438 -0.205
40 H -0.689 0.592 -0.886
41 H 0.797 -1.784 -1.980
42 H -0.263 0.487 2.309
43 H -2.347 -0.663 0.303
44 H 3.496 -0.603 -1.919
45 H 4.035 2.788 -3.234
46 H 0.510 4.453 0.146
47 H 2.295 -0.059 -0.233
48 H 3.418 1.832 -4.571
49 H -2.050 0.477 -2.635
50 H 4.093 -0.133 -3.487
51 H -0.599 4.072 3.280
52 H -3.291 -0.738 -2.842
53 H -1.353 -2.724 2.291
54 H -0.188 -4.867 -0.169
55 H -2.051 -0.517 -4.090
56 H 0.025 2.473 3.690
57 H 0.145 -3.684 -1.396
58 H -1.240 -2.426 -2.946

Force components x, y, z for each atom (eV/Å):
0.14 -0.11 0.01
-0.26 0.09 0.22
0.01 -0.01 -0.01
0.00 0.00 -0.01
0.01 0.01 0.00
0.07 0.15 0.09
-0.07 0.14 0.04
-0.28 -0.20 -0.11
0.96 0.94 1.03
0.03 1.12 -1.91
-0.48 0.23 -0.51
0.34 -0.33 0.60
-0.14 0.01 0.04
-0.29 -0.46 -0.91
-0.07 -0.50 0.27
-0.02 -0.04 0.02
0.01 -0.48 -0.40
-0.11 -0.17 -0.43
-0.14 0.07 -0.19
-0.21 0.22 -0.53
-0.04 -1.19 1.47
0.40 -0.59 0.26
-0.38 0.32 -0.22
0.05 -0.53 -0.55
0.16 -0.47 0.80
-0.32 -0.85 -0.03
0.08 0.06 0.42
0.23 -0.03 0.25
0.08 1.42 0.04
-0.21 -0.36 -0.53
-0.06 -0.04 0.23
0.01 0.07 0.01
-0.38 -0.66 -0.91
0.13 -0.01 0.10
0.05 0.14 0.13
-0.17 0.22 0.07
0.03 -0.17 0.02
0.10 0.11 0.05
0.05 0.20 -0.14
0.29 0.38 -0.09
-0.01 -0.03 0.02
0.23 0.05 0.13
-0.05 1.03 0.69
0.01 0.07 0.18
-0.07 0.19 0.03
0.05 0.00 -0.03
-0.22 -0.38 -0.04
-0.03 -0.03 -0.01
-0.06 0.09 -0.11
-0.04 -0.07 0.00
-0.03 -0.01 0.04
-0.03 -0.12 -0.11
0.67 0.62 0.64
0.00 -0.02 0.00
-0.01 0.07 -0.04
-0.01 -0.21 -0.11
-0.03 0.12 -0.01
0.00 -0.07 0.07

## Properties
F_max, hartree/bohr: 0.0431
Net charge: +1
Highest occupied orbital energy, eV: -11.76
Electronic energy, Eh: -3827.76116
Frontier orbital gap, eV: 7.84



Record 3
The following is a DFT calculation (ωB97M-V with the def2-TZVPD basis set) of a cluster of 2 separate species, C4H12NO3 in total in a non-equilibrium geometry.

Cartesian coordinates (Å):
1 O -1.531 2.670 -0.197
2 O 0.920 1.592 -0.692
3 O 2.983 0.834 -0.247
4 N -1.022 0.064 0.724
5 C 1.681 0.684 -0.463
6 C -0.740 -2.227 -0.009
7 C 1.177 -0.706 -0.216
8 C -0.321 -0.822 -0.328
9 H -0.449 0.235 1.538
10 H -1.234 1.004 0.320
11 H -0.765 -0.435 -1.226
12 H 1.574 -1.064 0.729
13 H -1.782 -2.501 -0.146
14 H -0.757 3.237 -0.309
15 H -1.964 -0.269 0.930
16 H -0.080 -2.949 -0.507
17 H 1.602 -1.441 -0.911
18 H -1.963 2.936 0.622
19 H -0.630 -2.492 1.063
20 H 3.302 1.651 -0.675

Force components x, y, z for each atom (eV/Å):
-0.30 -0.40 0.37
0.21 0.08 -0.42
0.31 -0.24 -0.69
-0.36 0.73 -1.13
-0.24 0.39 0.56
0.21 -1.59 0.92
0.39 -0.23 -0.61
-0.98 -0.06 1.72
-0.08 -0.30 0.55
0.66 0.42 -0.29
0.35 -0.06 -0.79
-0.19 0.01 0.47
-0.13 0.31 -0.76
0.00 -0.12 0.00
0.33 -0.54 0.51
-0.46 0.15 -0.19
0.08 0.41 -0.18
-0.07 0.53 -0.15
0.44 0.55 -0.28
-0.19 -0.04 0.41

## Properties
F_max, hartree/bohr: 0.0384
Net charge: +1
Highest occupied orbital energy, eV: -14.82
Electronic energy, Eh: -439.87330
Relative energy (zero: lowest compared OMol25 entry of this formula, charge and spin), eV: 0.034
Frontier orbital gap, eV: 11.61



Record 4
The following is a DFT calculation (ωB97M-V with the def2-TZVPD basis set) of the molecule C5H7BrN2S in a non-equilibrium geometry.

Cartesian coordinates (Å):
1 Br 3.205 0.120 -0.122
2 S -1.600 -1.259 -0.354
3 N -0.380 -1.663 0.744
4 N -1.122 -0.063 -1.172
5 C -0.303 1.653 0.332
6 C 0.335 0.776 1.121
7 C -0.968 1.347 -0.963
8 C 0.643 -0.681 0.751
9 C 1.758 -1.063 0.126
10 H 1.020 1.010 1.983
11 H -0.349 1.848 -1.690
12 H -2.026 1.821 -1.055
13 H 1.833 -2.037 -0.434
14 H -0.636 -2.189 1.554
15 H -0.263 2.671 0.624
16 H -1.147 -2.291 -1.444

Force components x, y, z for each atom (eV/Å):
0.04 -0.12 -0.03
0.56 -1.31 -2.75
0.01 0.03 -0.12
0.60 -0.07 -1.07
0.44 -0.94 1.08
1.83 -1.15 0.32
-2.69 -0.23 1.27
-0.10 0.49 -0.84
-0.01 -0.53 -0.52
-1.24 0.67 -0.77
0.17 -0.27 -0.87
1.68 -0.17 0.40
0.05 1.13 1.10
-0.12 0.11 0.60
-0.08 0.98 0.29
-1.14 1.38 1.92

## Properties
F_max, hartree/bohr: 0.0603
Highest occupied orbital energy, eV: -7.92
Electronic energy, Eh: -3276.25320
Relative energy (zero: lowest compared OMol25 entry of this formula, charge and spin), eV: 3.273
Frontier orbital gap, eV: 8.36



Record 5
The following is a DFT calculation (ωB97M-V with the def2-TZVPD basis set) of the molecule C6H11N in a non-equilibrium geometry.

Cartesian coordinates (Å):
1 N -0.417 -2.244 -1.039
2 C -2.557 -0.362 0.326
3 C 1.283 0.709 -0.276
4 C 2.667 0.066 -0.294
5 C -1.395 0.552 0.275
6 C 0.173 -0.149 0.330
7 C -0.046 -1.350 -0.409
8 H 0.433 -0.416 1.367
9 H 0.991 0.968 -1.297
10 H 2.996 -0.188 0.718
11 H -2.631 -0.952 1.234
12 H -1.417 1.193 1.150
13 H -2.690 -0.962 -0.572
14 H 2.688 -0.853 -0.888
15 H 1.296 1.641 0.296
16 H 3.407 0.751 -0.719
17 H -3.328 0.443 0.431
18 H -1.456 1.154 -0.636

Force components x, y, z for each atom (eV/Å):
0.48 0.30 0.29
-1.28 0.96 0.33
-0.28 0.34 -0.09
0.02 -0.07 0.12
3.64 -0.27 0.33
-1.89 0.99 0.27
-0.39 -1.48 -0.97
-0.29 0.16 -0.22
0.00 0.04 0.01
-0.01 0.01 -0.04
0.19 -0.27 -0.01
0.07 0.36 0.00
-0.13 0.03 0.16
-0.10 0.12 0.06
0.13 0.03 -0.07
-0.14 -0.07 0.06
-0.32 -1.17 -0.38
0.30 0.02 0.14

## Properties
F_max, hartree/bohr: 0.0713
SMILES: CCC(C#N)CC
Highest occupied orbital energy, eV: -10.69
Electronic energy, Eh: -289.94527
Relative energy (zero: lowest compared OMol25 entry of this formula, charge and spin), eV: 0.719
Frontier orbital gap, eV: 11.65



Record 6
The following is a DFT calculation (ωB97M-V with the def2-TZVPD basis set) of the molecule C18H20ClN3O6S in a non-equilibrium geometry.

Cartesian coordinates (Å):
1 Cl 1.695 3.098 1.706
2 S 0.615 -1.485 -2.433
3 O 1.816 -1.341 -3.209
4 O 0.398 -2.734 -1.763
5 O -2.239 1.937 0.877
6 O -1.693 -0.128 1.058
7 O 0.207 -0.663 2.564
8 O 3.533 -0.765 3.668
9 N -0.697 -1.046 -3.355
10 N -1.710 1.013 1.468
11 N 2.720 0.336 1.890
12 C 0.531 0.846 4.439
13 C 0.498 2.089 -0.498
14 C -0.783 2.865 4.524
15 C 2.648 -0.610 2.859
16 C -0.200 -1.945 -5.624
17 C 1.855 0.557 0.804
18 C 1.320 1.831 0.588
19 C -1.065 1.315 2.708
20 C 0.210 1.074 -1.395
21 C 0.743 -0.183 -1.191
22 C 1.560 -0.447 -0.112
23 C -1.926 -1.762 -3.054
24 C -0.088 0.455 3.250
25 C 1.346 -1.416 2.917
26 C 0.182 2.026 5.064
27 C -2.552 -1.232 -1.774
28 C -1.398 2.507 3.345
29 C -0.420 -0.721 -4.740
30 H 0.020 -1.633 -6.641
31 H -1.082 -2.582 -5.636
32 H -2.610 -1.621 -3.894
33 H -1.716 -2.831 -2.942
34 H -1.252 -0.117 -5.114
35 H 3.488 0.990 1.990
36 H 1.973 -1.437 -0.003
37 H 1.376 -2.236 2.195
38 H -1.045 3.787 5.017
39 H -3.495 -1.740 -1.589
40 H 0.677 2.298 5.984
41 H -0.426 1.253 -2.246
42 H -1.894 -1.405 -0.929
43 H 1.256 -1.843 3.923
44 H 0.642 -2.515 -5.240
45 H 1.296 0.227 4.879
46 H -2.742 -0.164 -1.852
47 H 0.486 -0.113 -4.735
48 H -2.146 3.135 2.884
49 H 0.083 3.076 -0.631

Force components x, y, z for each atom (eV/Å):
0.03 0.11 -0.05
0.26 0.71 0.13
-0.17 0.11 -0.25
-0.37 0.07 0.11
-0.23 0.28 -0.19
-0.20 -0.09 -0.01
-0.01 -0.11 0.17
0.11 -0.17 0.19
0.89 -0.30 0.69
-0.33 -0.14 -0.63
0.37 0.39 -0.23
0.01 -0.24 -0.12
0.12 -0.09 -0.02
0.08 -0.07 0.07
-0.34 -0.10 0.04
-0.06 0.21 0.17
-0.20 0.03 -0.46
0.03 -0.16 -0.04
0.57 0.14 1.08
-0.05 0.08 0.03
-0.10 -0.41 -0.34
0.07 0.11 0.11
-0.51 -0.26 0.48
-0.30 0.30 -0.02
0.20 -0.19 0.29
-0.11 0.07 -0.10
-0.02 -0.20 -0.25
-0.04 -0.20 -0.21
0.40 0.03 -0.57
0.01 -0.02 -0.12
-0.08 -0.08 -0.05
0.15 0.00 -0.03
-0.18 0.06 -0.17
0.08 0.01 0.12
-0.07 -0.16 0.09
0.17 -0.12 0.12
0.02 0.07 0.12
-0.05 0.09 0.03
-0.11 -0.05 0.10
0.06 0.01 0.09
-0.10 0.07 -0.09
-0.05 0.01 0.08
0.10 0.11 -0.16
0.07 -0.09 -0.06
0.09 -0.10 0.02
-0.01 0.12 0.05
-0.16 0.09 -0.21
0.00 0.01 -0.01
-0.02 0.07 0.01

## Properties
F_max, hartree/bohr: 0.0239
SMILES: CCN(CC)S(=O)(=O)c1ccc(Cl)c(NC(=O)COc2ccccc2[N+](=O)[O-])c1
Highest occupied orbital energy, eV: -9.32
Electronic energy, Eh: -2171.90338
Relative energy (zero: lowest compared OMol25 entry of this formula, charge and spin), eV: 0.322
Frontier orbital gap, eV: 8.83



Record 7
The following is a DFT calculation (ωB97M-V with the def2-TZVPD basis set) of the molecule C4H5BO3 in a non-equilibrium geometry.

Cartesian coordinates (Å):
1 O -0.534 -2.082 1.720
2 O 0.654 -0.081 -0.985
3 O -1.462 -2.015 -0.546
4 C 1.113 1.173 -1.206
5 C 0.042 1.201 0.725
6 C -0.011 -0.051 0.191
7 C 0.741 1.986 -0.175
8 B -0.655 -1.455 0.449
9 H -0.316 1.506 1.691
10 H -1.460 -1.652 -1.453
11 H -0.989 -2.943 1.652
12 H 1.085 2.990 0.004
13 H 1.792 1.423 -2.066

Force components x, y, z for each atom (eV/Å):
-0.61 0.18 -2.38
0.47 0.86 -1.20
0.75 -0.20 0.45
1.04 1.19 -0.60
-0.64 -1.15 0.95
-0.34 -0.96 0.75
1.32 0.56 -1.02
-0.96 -0.23 1.04
-0.24 -0.07 0.06
0.25 0.06 1.00
0.21 0.43 0.28
-0.17 0.14 -0.28
-1.07 -0.82 0.96

## Properties
F_max, hartree/bohr: 0.0479
SMILES: OB(O)c1ccco1
Highest occupied orbital energy, eV: -8.77
Electronic energy, Eh: -406.07421
Relative energy (zero: lowest compared OMol25 entry of this formula, charge and spin), eV: 0.208
Frontier orbital gap, eV: 9.33



Record 8
The following is a DFT calculation (ωB97M-V with the def2-TZVPD basis set) of the ion C9H20N4 with charge +2 in a non-equilibrium geometry.

Cartesian coordinates (Å):
1 N 3.116 -1.413 -0.790
2 N 1.646 0.306 0.415
3 N -1.241 -1.634 0.499
4 N -1.728 0.153 -0.499
5 C -4.152 0.358 0.105
6 C -2.483 -1.297 0.949
7 C -0.686 -0.655 -0.324
8 C 1.950 1.655 0.151
9 C -2.830 -0.187 0.282
10 C 1.643 -1.738 -0.681
11 C 0.863 -0.400 -0.559
12 C -1.609 1.392 -1.198
13 C 1.040 0.053 1.765
14 H -0.756 1.463 -1.873
15 H 3.393 -2.309 -0.635
16 H -4.703 -0.129 -0.682
17 H 2.331 2.137 1.089
18 H 0.769 -1.044 1.818
19 H -2.477 1.718 -1.749
20 H 1.344 -2.397 -1.600
21 H 1.741 0.479 2.511
22 H 1.009 2.111 -0.271
23 H 0.941 0.108 -1.578
24 H 0.115 0.615 1.843
25 H 2.548 1.822 -0.730
26 H 1.504 -2.370 0.203
27 H -1.389 2.261 -0.577
28 H 3.545 -0.965 -1.617
29 H -3.032 -1.907 1.649
30 H -0.696 -2.552 0.825
31 H 3.341 -0.756 -0.005
32 H -3.997 1.489 -0.003
33 H -4.689 0.211 0.993

Force components x, y, z for each atom (eV/Å):
-1.44 2.69 0.37
-1.00 -1.96 1.93
3.93 -2.30 0.77
0.52 1.19 0.00
0.53 3.09 -0.35
0.58 -1.05 -0.22
-0.65 -1.75 2.01
-1.87 2.31 -0.35
0.74 -0.76 -0.97
-1.66 -0.38 -2.64
-0.36 -0.78 -2.44
0.57 2.41 -0.85
0.73 0.12 -0.58
-0.15 -0.83 -0.25
2.83 -3.08 0.38
-0.06 0.20 -0.59
-0.33 -0.12 -1.25
0.83 1.38 0.63
-0.43 -0.62 -0.22
0.55 1.33 1.57
-0.47 -0.93 -0.14
0.50 0.56 1.20
-0.10 -0.51 1.27
-0.39 0.16 0.17
1.21 -0.34 0.02
0.45 0.25 -0.04
-0.25 -0.31 0.84
-0.76 -0.69 -0.15
-0.02 -0.03 -0.20
-1.77 2.94 -0.89
-0.39 -0.57 -0.10
-0.97 -1.49 -0.24
-0.89 -0.14 1.31

## Properties
F_max, hartree/bohr: 0.0899
Net charge: +2
SMILES: Cc1c[nH+]c([C@H](C[NH3+])N(C)C)n1C
Highest occupied orbital energy, eV: -16.33
Electronic energy, Eh: -573.29925
Relative energy (zero: lowest compared OMol25 entry of this formula, charge and spin), eV: 0.000
Frontier orbital gap, eV: 9.80